Entry 1:
61
Properties=species:S:1:pos:R:3:forces:R:3 method="wB97M-V/def2-TZVPD" lumo_ev=-14.325 energy_ev=-38476.2537 relative_energy_ev=0.000 charge=+3 homo_ev=-18.091 gap_ha=0.1384
Tl 6.734675 -2.773902 -20.958623 -0.5 -1.3 0.4
C 4.993817 -6.339013 -24.229486 -0.6 1.1 -0.3
C 6.166052 -5.437665 -23.918287 0.7 -0.7 0.2
O 6.129406 -4.725112 -22.896051 -0.3 0.5 0.5
N 7.230108 -5.538682 -24.709810 0.1 0.5 -0.2
C 8.452330 -4.753913 -24.582889 -0.2 0.7 0.3
H 4.994689 -6.569312 -25.293690 0.0 -0.3 0.1
H 4.105633 -5.733995 -24.033199 -0.1 -0.2 -0.1
H 4.917739 -7.231607 -23.616514 0.4 -0.1 0.0
H 7.074129 -5.923051 -25.630455 0.0 -0.4 0.2
H 8.283910 -3.875255 -23.957329 -0.2 -0.1 0.0
H 8.716504 -4.365662 -25.562337 0.3 -0.2 0.0
H 9.263358 -5.311709 -24.118688 0.0 -0.3 -0.3
C 6.582503 2.246672 -22.098530 0.1 0.3 -0.4
C 7.098246 1.117155 -21.270943 0.6 -0.3 0.1
O 6.713782 -0.044430 -21.572678 -0.4 -1.2 -0.2
N 8.016200 1.322748 -20.345642 -0.1 0.3 -0.1
C 8.404429 2.647942 -19.860425 0.2 0.0 0.5
H 5.730992 1.916551 -22.682870 -0.2 0.1 0.2
H 7.366679 2.532433 -22.809908 0.1 -0.3 0.1
H 6.399337 3.162747 -21.538648 -0.3 -0.2 0.2
H 8.511439 0.501006 -20.042189 0.0 0.0 0.3
H 8.989578 2.554461 -18.947487 0.1 -0.3 -0.1
H 7.514851 3.188380 -19.546748 0.0 0.2 -0.3
H 9.019549 3.182314 -20.580452 -0.2 0.1 -0.1
C 2.411378 -4.585253 -21.507289 0.6 -0.5 -0.6
C 3.619154 -5.176627 -20.830187 -0.8 0.5 0.1
O 4.656025 -4.532741 -20.581207 1.1 0.4 0.3
N 3.483407 -6.393622 -20.308327 0.3 -0.3 -0.4
C 4.543993 -7.084480 -19.608764 0.0 0.0 0.4
H 2.703937 -3.852282 -22.254389 0.1 0.3 0.3
H 1.788529 -4.155213 -20.725518 -0.2 0.1 -0.2
H 1.904814 -5.368598 -22.073141 -0.4 0.0 0.3
H 2.590797 -6.862715 -20.389945 -0.1 0.2 0.0
H 4.393924 -8.157932 -19.697196 0.0 0.0 -0.1
H 4.513417 -6.844064 -18.540942 0.1 0.0 -0.1
H 5.506768 -6.765086 -20.012774 0.0 0.0 0.0
C 8.641190 -7.360167 -19.759284 0.3 -0.4 0.4
C 8.884420 -6.060718 -20.460568 -0.5 0.7 -0.5
O 7.891062 -5.292787 -20.586445 0.1 0.4 0.2
N 10.069713 -5.744015 -20.970480 0.2 -0.5 0.4
C 11.313153 -6.509885 -20.894564 0.3 -0.6 -0.2
H 9.559786 -7.858009 -19.462589 0.0 -0.1 -0.1
H 8.060808 -8.038065 -20.384394 0.1 0.1 -0.2
H 8.063780 -7.205192 -18.849541 -0.1 0.3 -0.1
H 10.168785 -4.835196 -21.397407 -0.3 0.0 -0.1
H 11.559623 -6.996775 -21.840070 -0.1 0.4 -0.2
H 11.264630 -7.352903 -20.213086 -0.2 0.3 0.3
H 12.120203 -5.848854 -20.593423 0.1 0.0 0.0
C 6.891908 -5.079900 -16.528308 -0.1 -0.5 0.1
C 7.362749 -4.096415 -17.551041 0.2 0.4 -0.2
O 6.507372 -3.599758 -18.318241 0.1 0.4 -1.0
N 8.649153 -3.743570 -17.571928 -0.3 -0.8 0.2
C 9.672409 -4.425719 -16.790235 1.2 0.2 -0.4
H 5.807253 -5.107961 -16.511650 0.0 0.3 0.1
H 7.312347 -4.865530 -15.547664 -0.2 0.2 0.1
H 7.211061 -6.098159 -16.772713 0.2 0.1 -0.2
H 8.967099 -3.116140 -18.292256 -0.1 0.1 0.0
H 9.915665 -5.422880 -17.165883 -0.5 -0.1 0.1
H 9.480328 -4.448799 -15.723361 -0.2 0.0 0.0
H 10.601084 -3.874273 -16.943117 -0.1 0.1 0.2

---

Entry 2:
54
Properties=species:S:1:pos:R:3:forces:R:3 method="wB97M-V/def2-TZVPD" smiles=CC1(C)CCCC(C)(C)N1O.CC(C)O.CC(C)O lumo_ev=0.688 energy_ev=-23752.3894 relative_energy_ev=1.610 homo_ev=-8.055 gap_ha=0.3213
C -1.757174 44.052604 -30.214959 0.3 0.1 0.2
C -1.745425 43.404862 -28.735010 -0.1 0.1 -0.8
C -1.539033 44.525329 -27.596276 0.4 -1.0 -1.3
C -3.133271 42.696365 -28.525319 0.2 1.0 0.6
C -3.346044 41.296867 -29.052472 1.6 -0.6 0.3
C -2.098614 40.365487 -28.613632 -1.7 0.7 -1.8
C -0.740534 40.979070 -29.085911 -0.9 -0.4 1.3
C 0.366662 40.080807 -28.440462 0.9 0.6 -0.2
C -0.682885 40.894817 -30.604790 0.2 0.7 -1.4
N -0.693942 42.370030 -28.537296 -1.8 -1.1 0.8
O 0.568235 42.888125 -28.603144 1.5 0.7 -0.4
H -2.379519 43.505772 -30.923313 -0.3 -0.3 0.3
H -2.090655 45.086795 -30.300751 -0.5 0.1 0.8
H -0.817443 44.148920 -30.758759 0.6 -0.5 0.6
H -1.554284 44.045658 -26.617618 -0.2 0.0 0.0
H -0.561365 44.994834 -27.705066 0.1 -0.2 -0.2
H -2.248372 45.351586 -27.643730 -0.4 -0.3 -0.1
H -3.343382 42.662655 -27.456297 0.2 0.0 0.2
H -3.895542 43.366562 -28.922660 0.0 0.1 -0.1
H -4.313322 40.940526 -28.698215 0.2 -0.3 0.4
H -3.489671 41.312600 -30.132851 0.5 -0.1 -0.2
H -2.218134 39.442952 -29.181738 0.1 -0.2 0.0
H -2.168835 40.042958 -27.574812 0.3 0.6 0.2
H 0.280368 39.009975 -28.624791 -0.6 0.1 -0.4
H 0.536508 40.141423 -27.365482 -0.8 0.4 0.3
H 1.356719 40.336553 -28.817918 0.0 0.2 -0.4
H -1.061556 41.796363 -31.086384 -0.6 0.0 0.4
H -1.240905 40.063950 -31.036513 0.0 -0.1 0.3
H 0.285359 40.895721 -31.105395 0.6 -0.4 0.7
H 0.916162 42.681175 -27.732679 0.3 0.2 0.1
C -1.523519 33.335139 -24.367734 0.3 0.7 0.6
C -1.565713 33.290539 -22.822717 -0.7 -0.8 -1.1
C -0.911135 32.042639 -22.277338 0.5 -0.3 0.4
O -0.932540 34.427340 -22.309597 0.4 0.7 0.0
H -2.070646 34.201453 -24.739560 -0.4 -0.1 0.1
H -1.912791 32.417678 -24.809151 0.1 0.1 0.0
H -0.508544 33.542115 -24.706972 0.2 -0.4 0.1
H -2.617991 33.322385 -22.540221 -0.3 -0.2 0.1
H -1.414455 31.095910 -22.473472 -0.1 0.2 -0.4
H -0.835309 32.088302 -21.190945 -0.1 0.2 0.2
H 0.116873 31.994023 -22.636428 0.0 -0.1 -0.1
H -0.925897 34.341838 -21.353435 0.1 0.1 0.1
C -8.032914 30.140772 -23.663558 -0.5 0.7 0.2
C -7.942289 30.849283 -25.044574 1.4 -1.5 0.2
C -7.799472 29.789881 -26.208323 -0.3 0.4 0.3
O -9.006026 31.725608 -25.228538 -1.1 0.3 -0.3
H -8.081271 30.808885 -22.803678 0.8 0.8 -0.2
H -7.261653 29.401025 -23.449036 -0.1 0.0 -0.3
H -9.032133 29.742952 -23.486363 -0.1 -0.9 -0.8
H -7.082667 31.517931 -25.089867 0.5 -0.3 0.2
H -7.710519 30.248291 -27.193239 -0.4 0.4 0.1
H -8.648389 29.106225 -26.201787 -0.2 0.1 -0.1
H -6.919950 29.146183 -26.194248 0.2 0.2 0.8
H -9.685531 31.547303 -24.574262 -0.1 -0.1 -0.1

---

Entry 3:
57
Properties=species:S:1:pos:R:3:forces:R:3 method="wB97M-V/def2-TZVPD" smiles=CCCCC[C@H](C)O[C@H](C)[C@H](O[C@@H](CCN)P(C)O)P(C)O lumo_ev=0.717 energy_ev=-44380.2422 homo_ev=-8.255 gap_ha=0.3297
C 4.332799 0.443578 1.967794 -0.1 -0.1 -0.1
C 4.321150 -0.966848 1.372055 0.1 0.1 0.0
C 4.326163 -0.981239 -0.159219 -0.2 -0.1 0.0
C 2.932763 -0.865767 -0.784010 0.1 0.1 0.1
C 2.138057 -2.160415 -0.674141 0.0 0.0 0.1
C 0.715313 -2.160421 -1.253746 0.1 0.0 -0.1
C 0.507231 -1.167457 -2.383072 0.1 0.0 -0.1
O -0.143247 -1.931669 -0.138031 0.0 0.2 0.0
C -1.552818 -2.017216 -0.275719 -0.1 0.0 0.0
C -2.029192 -3.130970 -1.210913 0.0 0.0 0.1
C -2.258983 -0.684750 -0.611362 0.0 0.1 -0.1
O -1.488989 0.427654 -0.159956 -0.2 0.0 0.0
C -2.007153 1.694887 -0.585343 -0.1 0.2 -0.1
C -2.041206 2.719993 0.559893 0.2 0.0 0.0
C -1.010483 2.515103 1.681052 -0.1 0.1 0.1
N -1.634838 2.722694 2.998053 0.1 0.0 -0.1
P -1.038995 2.202369 -2.108651 0.1 -0.1 0.1
C 0.608424 2.531685 -1.327020 -0.1 -0.1 -0.1
O -1.688206 3.740295 -2.236655 0.3 0.1 0.1
P -3.996846 -0.562542 0.192378 0.1 0.0 0.1
C -3.434162 -0.220325 1.906801 -0.2 0.1 -0.1
O -4.474756 -2.141002 0.385860 0.0 0.0 0.0
H 4.988798 1.095754 1.388905 0.0 0.0 0.0
H 3.337238 0.890183 1.979381 0.0 0.0 -0.1
H 4.701657 0.435333 2.993281 -0.1 0.0 0.0
H 5.198273 -1.506631 1.734415 0.0 0.0 0.0
H 3.446339 -1.506341 1.741329 0.1 -0.1 0.1
H 4.792828 -1.902928 -0.520638 0.0 0.0 0.0
H 4.950833 -0.159902 -0.519649 0.0 0.0 0.0
H 3.043276 -0.586500 -1.833327 -0.1 0.1 0.0
H 2.388291 -0.063010 -0.278227 -0.1 0.1 -0.1
H 2.022839 -2.415715 0.380725 0.0 -0.1 0.0
H 2.712155 -2.973918 -1.127728 0.0 0.1 -0.1
H 0.535898 -3.162267 -1.657932 -0.1 0.0 0.1
H 0.565987 -0.146563 -2.016172 0.0 0.1 0.0
H 1.288019 -1.301081 -3.134943 0.0 0.0 0.0
H -0.449614 -1.308988 -2.882128 -0.1 0.0 0.0
H -1.865499 -2.288213 0.737613 0.1 0.0 0.1
H -1.338416 -3.971096 -1.180909 0.0 0.0 0.0
H -3.001607 -3.492958 -0.888605 -0.1 0.1 -0.1
H -2.128178 -2.796421 -2.243679 0.1 0.0 0.0
H -2.390123 -0.582244 -1.696835 0.0 -0.1 0.0
H -3.032771 1.573171 -0.952962 0.0 0.0 0.0
H -3.028896 2.730047 1.022011 0.0 -0.1 0.0
H -1.914229 3.705799 0.114073 -0.1 0.1 0.0
H -0.163928 3.191707 1.527617 0.1 -0.1 -0.1
H -0.629034 1.495590 1.658007 0.0 0.0 0.0
H -1.700463 3.712129 3.206208 -0.1 0.0 0.0
H -1.057719 2.315256 3.723645 0.0 0.0 0.0
H 0.737425 3.590378 -1.102117 0.0 0.0 0.1
H 1.392257 2.210348 -2.012921 0.1 0.1 0.0
H 0.706722 1.948447 -0.412969 0.0 0.0 0.1
H -1.135548 4.297896 -2.799312 -0.2 -0.1 0.0
H -4.216921 -0.604467 2.564487 0.0 0.0 0.0
H -2.478497 -0.684218 2.153716 0.0 0.0 0.0
H -3.362342 0.849852 2.088900 0.1 0.0 0.0
H -3.997075 -2.596062 1.090692 0.0 0.0 -0.1

---

Entry 4:
64
Properties=species:S:1:pos:R:3:forces:R:3 method="wB97M-V/def2-TZVPD" lumo_ev=1.413 energy_ev=-71510.3188 charge=-1 homo_ev=-4.533 gap_ha=0.2185
C -2.799712 -1.282239 5.642137 0.3 -0.4 0.7
C -3.345413 -0.602121 4.815577 -0.4 0.0 -2.0
C -3.943600 -0.080308 3.537186 1.1 0.5 1.7
Nb -3.388519 -1.337414 1.698098 -4.7 -2.9 -1.9
F -5.316157 -1.475861 1.092221 2.2 0.5 0.9
C -3.825040 -3.206559 3.001481 -0.9 0.2 1.4
C -5.184377 -3.105562 3.663172 0.8 -0.3 -0.2
N -6.220458 -3.553932 3.075734 -0.4 -0.2 0.1
P -0.952230 -1.183068 2.500609 0.2 0.6 0.4
S 0.344412 -0.489300 1.163196 0.5 0.1 -0.3
B -3.291058 0.669763 0.512615 0.7 1.1 -0.4
C -2.454510 1.985638 0.875856 -0.9 0.9 -0.2
O -4.089756 0.744309 -0.653482 -0.1 -0.2 1.2
P -2.744378 -2.768906 -0.364109 0.6 0.8 1.0
C -1.803548 -1.752469 -1.618838 0.5 -0.8 -0.7
C -1.648184 -4.182752 0.243496 0.9 0.0 -0.7
C -0.115739 -3.889538 0.303261 -0.1 -1.0 0.2
H -2.311434 -1.993643 6.279831 -0.2 0.5 0.0
H -5.038026 -0.136333 3.677089 0.3 0.1 -0.5
H -3.635923 0.975577 3.427238 -0.3 -0.3 0.1
H -3.930951 -4.066323 2.309257 0.3 0.5 0.0
H -3.047290 -3.367507 3.767644 -0.2 -0.1 -0.3
H -5.296117 -2.670363 4.672979 0.5 0.1 -0.4
H -7.039175 -3.397344 3.666393 0.0 0.0 -0.1
H -0.921493 -0.243019 3.574761 0.1 -0.7 0.0
H -0.529780 -2.406695 3.110780 0.0 0.4 0.1
H -1.382923 1.924875 0.634800 -0.3 -0.3 0.1
H -2.877719 2.826870 0.273801 0.3 -0.2 0.3
H -2.555387 2.294033 1.935078 0.2 -0.3 -0.4
H -4.647347 1.527733 -0.543293 0.3 0.2 -0.6
H -1.715180 -2.372309 -2.536344 0.0 0.3 0.3
H -2.338846 -0.840183 -1.914750 -0.1 -0.3 0.4
H -0.788629 -1.469952 -1.302327 -0.4 -0.1 0.1
H -1.952612 -4.532229 1.242897 -0.3 0.4 -0.4
H -1.809578 -5.048608 -0.427754 -0.1 0.4 0.2
H 0.176826 -3.713293 1.347541 0.0 0.3 -0.4
H 0.416611 -4.813527 -0.002544 -0.1 0.5 0.1
H 0.232267 -3.065216 -0.325581 -0.2 -0.2 0.3
O 5.771999 2.484096 -2.388658 -0.4 -0.2 3.7
P 4.316924 2.137511 -2.297723 -2.0 -0.3 -7.7
O 4.238681 0.771321 -3.200221 0.1 0.3 0.8
C 4.772585 -0.435380 -2.656643 -0.1 -0.3 0.2
C 3.851869 -1.035930 -1.606569 0.0 0.1 0.1
O 3.724574 3.215741 -3.400487 -0.1 0.2 0.8
C 4.446049 4.397707 -3.729072 0.1 0.0 -0.3
C 5.233616 4.204429 -5.009582 0.0 -0.1 -0.2
O 2.760759 1.917489 -1.751766 2.5 0.2 2.5
C 2.385755 2.605674 -0.536408 -0.4 0.3 0.3
C 2.335949 4.111717 -0.721325 0.2 0.1 -0.2
H 5.768394 -0.250332 -2.240841 0.0 0.0 -0.1
H 4.884384 -1.132545 -3.488215 0.0 0.2 -0.1
H 3.799467 -0.398720 -0.720307 0.0 -0.1 0.0
H 4.210269 -2.018848 -1.295913 0.0 0.0 0.0
H 2.836927 -1.133209 -1.991433 0.0 0.0 0.0
H 5.093453 4.704302 -2.906348 0.1 -0.1 0.0
H 3.711433 5.195397 -3.869574 -0.1 -0.1 0.0
H 5.868642 3.319803 -4.960152 0.0 0.1 0.2
H 5.861270 5.074569 -5.215337 0.0 0.0 0.0
H 4.555667 4.058302 -5.852897 0.0 0.1 0.0
H 3.081857 2.336651 0.261472 -0.1 -0.1 0.0
H 1.400673 2.235629 -0.253186 0.1 -0.2 -0.1
H 3.336480 4.522645 -0.889318 0.0 0.0 0.0
H 1.920063 4.591797 0.165322 0.0 -0.1 0.0
H 1.728986 4.375306 -1.587624 0.0 0.0 0.0